{
  "formula": "C31H43AsCdN8OPS",
  "method": "ωB97M-V/def2-TZVPD",
  "homo_ev": -9.946,
  "lumo_energy_ev": -1.97,
  "max_force_ev_per_a": 0.7,
  "gap_ha": 0.293,
  "charge": 1,
  "energy_ha": -4863.17307,
  "species": ["Cd", "S", "C", "C", "C", "C", "C", "N", "H", "H", "H", "H", "C", "N", "C", "N", "C", "N", "C", "N", "C", "C", "H", "H", "H", "H", "H", "H", "H", "H", "H", "H", "H", "H", "C", "P", "C", "C", "C", "C", "C", "C", "C", "C", "C", "C", "C", "C", "H", "H", "H", "H", "H", "H", "H", "H", "H", "H", "H", "H", "H", "N", "C", "C", "N", "C", "C", "N", "H", "H", "H", "H", "H", "C", "As", "C", "C", "O", "H", "H", "H", "H", "H", "H", "H", "H", "H"],
  "coordinates": [[1.26940, -0.58650, 0.08204], [3.68477, -1.16149, -0.13869], [3.17120, -2.83731, -0.06921], [4.05970, -3.91373, -0.19960], [3.56899, -5.20182, -0.14773], [2.20427, -5.41753, 0.03365], [1.39449, -4.31198, 0.15535], [1.85490, -3.05289, 0.11006], [5.11364, -3.71587, -0.34335], [4.24340, -6.04440, -0.25067], [1.78782, -6.41526, 0.08035], [0.32454, -4.41963, 0.30250], [1.62029, 0.90927, 2.95166], [1.56082, 0.98219, 4.40185], [0.16954, 0.77139, 4.82498], [-0.35146, -0.53042, 4.38274], [-0.27156, -0.58335, 2.93336], [1.12115, -0.39734, 2.44318], [1.96494, -1.46894, 3.05632], [1.90925, -1.42255, 4.50935], [2.38097, -0.10636, 4.95580], [0.51506, -1.58341, 4.93540], [2.64932, 1.03143, 2.61380], [1.01323, 1.70713, 2.52479], [-0.45546, 1.56435, 4.40973], [0.11849, 0.82087, 5.91199], [-0.90133, 0.19734, 2.50501], [-0.62745, -1.55406, 2.58270], [2.98736, -1.33162, 2.71022], [1.60237, -2.43214, 2.70159], [3.41506, 0.02908, 4.63896], [2.33899, -0.06230, 6.04355], [0.46649, -1.54564, 6.02309], [0.14997, -2.55617, 4.60314], [-2.25098, -2.76454, -0.05061], [-1.23641, -1.32058, -0.50853], [-1.14831, -1.48362, -2.32313], [0.08351, -1.62965, -2.95894], [0.15105, -1.81578, -4.33494], [-1.01419, -1.86096, -5.08626], [-2.24904, -1.72999, -4.46000], [-2.31350, -1.55020, -3.08719], [-2.26662, 0.15204, -0.23032], [-3.26950, 0.15767, 0.65508], [-4.06203, 1.27258, 1.20262], [-4.45686, 2.40709, 0.62325], [-2.97220, 3.20753, -1.23782], [-2.41295, 1.99276, -1.96339], [-2.31023, -2.89331, 1.03071], [-1.80532, -3.65796, -0.48723], [-3.25401, -2.63051, -0.45552], [1.00796, -1.61892, -2.39201], [1.11405, -1.93935, -4.81523], [-0.96382, -2.01107, -6.15784], [-3.16140, -1.77425, -5.04239], [-3.28020, -1.45198, -2.60328], [-3.49807, -0.80207, 1.11359], [-4.35977, 1.13377, 2.23878], [-4.95818, 3.15809, 1.22526], [-3.11145, 4.07310, -1.88436], [-1.71096, 2.25940, -2.75116], [-1.82325, 4.69678, 0.43725], [-1.96908, 3.44158, -0.14629], [-1.26219, 2.33110, 0.02676], [-1.63150, 1.27313, -0.88526], [-3.65416, 1.28697, -2.43624], [-4.66183, 1.67816, -1.66496], [-4.31813, 2.72237, -0.76569], [-1.28723, 4.71684, 1.29100], [-2.67388, 5.23236, 0.51732], [-0.46666, 2.15323, 0.73793], [-3.69818, 0.57660, -3.24767], [-5.67936, 1.30638, -1.64215], [2.65684, 4.04598, -1.37439], [2.36810, 2.28173, -2.04413], [4.06770, 1.52509, -2.47855], [1.36969, 2.44567, -3.66584], [1.52506, 1.38626, -0.93260], [3.09322, 4.67802, -2.14655], [3.32663, 3.98736, -0.52002], [1.69526, 4.44506, -1.05937], [4.57819, 2.15039, -3.21123], [3.91149, 0.52419, -2.87165], [4.65531, 1.45356, -1.56697], [2.00308, 2.84304, -4.45807], [0.53315, 3.11863, -3.49113], [0.99794, 1.45985, -3.93857]],
  "forces_ev_per_angstrom": [[-0.174, -0.073, 0.180], [0.171, -0.266, -0.123], [-0.067, -0.053, 0.020], [0.021, 0.034, 0.011], [0.079, 0.001, -0.019], [0.013, -0.072, 0.012], [0.045, 0.218, 0.022], [0.031, -0.197, -0.059], [-0.044, -0.030, 0.014], [-0.022, 0.059, 0.010], [0.026, 0.063, -0.010], [0.019, 0.006, -0.003], [-0.032, -0.100, 0.111], [-0.049, -0.117, -0.005], [0.077, -0.062, -0.064], [0.114, 0.008, -0.017], [0.143, 0.056, 0.120], [-0.124, 0.021, -0.093], [-0.112, 0.103, 0.183], [-0.063, 0.093, -0.048], [-0.095, -0.022, -0.077], [0.054, 0.082, -0.089], [0.059, -0.001, -0.012], [-0.073, 0.050, -0.056], [-0.003, 0.007, -0.015], [0.005, -0.001, 0.024], [-0.033, 0.071, -0.044], [-0.005, -0.060, -0.015], [0.075, 0.010, -0.022], [-0.034, -0.058, -0.014], [0.024, 0.005, -0.015], [-0.007, 0.000, 0.023], [0.004, 0.009, 0.024], [-0.010, -0.019, -0.013], [0.136, -0.016, 0.196], [0.213, 0.459, -0.499], [-0.069, -0.123, -0.040], [-0.040, 0.042, -0.035], [-0.036, 0.009, 0.021], [-0.028, 0.006, 0.012], [0.032, -0.001, -0.007], [-0.003, -0.085, 0.039], [0.275, 0.252, -0.198], [-0.255, -0.018, 0.099], [0.145, -0.106, 0.041], [-0.026, 0.019, -0.290], [-0.107, -0.090, 0.098], [-0.021, -0.166, 0.019], [-0.012, 0.012, -0.023], [-0.010, 0.021, 0.006], [-0.026, -0.058, 0.004], [0.017, -0.003, 0.061], [-0.026, 0.008, 0.018], [-0.003, 0.010, 0.042], [0.031, -0.006, 0.012], [0.088, -0.063, -0.027], [-0.036, 0.045, -0.010], [0.041, 0.023, -0.029], [-0.018, -0.009, -0.023], [-0.080, 0.010, -0.061], [0.059, 0.004, -0.007], [0.027, -0.099, -0.045], [-0.053, 0.257, 0.026], [0.053, -0.304, 0.060], [-0.171, -0.014, 0.133], [0.057, 0.000, -0.100], [-0.043, 0.089, 0.197], [0.034, -0.007, 0.115], [-0.026, -0.012, 0.033], [-0.006, -0.010, -0.027], [0.012, 0.007, -0.060], [-0.042, 0.158, 0.104], [0.082, 0.053, -0.032], [0.004, 0.028, 0.047], [-0.019, -0.136, -0.008], [0.026, 0.011, -0.013], [-0.033, 0.000, -0.050], [-0.132, 0.068, 0.226], [-0.003, 0.003, 0.013], [0.025, 0.034, 0.035], [-0.030, 0.048, 0.005], [-0.020, -0.011, 0.025], [0.029, -0.054, -0.016], [0.063, -0.022, 0.015], [-0.020, -0.005, -0.002], [-0.044, -0.002, -0.012], [-0.022, -0.024, -0.028]],
  "lowdin_charge": [1.163, 0.473, -0.810, -0.099, -0.061, -0.069, -0.159, -0.079, 0.103, 0.114, 0.106, 0.091, -0.182, -0.082, -0.158, -0.081, -0.203, -0.172, -0.196, -0.080, -0.154, -0.157, 0.125, 0.110, 0.127, 0.129, 0.107, 0.109, 0.095, 0.112, 0.131, 0.129, 0.129, 0.128, -0.245, 0.954, -0.375, -0.115, -0.077, -0.068, -0.067, -0.111, -0.409, -0.072, -0.049, -0.085, -0.157, -0.195, 0.041, 0.042, 0.052, 0.059, 0.109, 0.110, 0.112, 0.102, 0.095, 0.108, 0.115, 0.159, 0.138, 0.120, -0.293, -0.071, -0.068, -0.027, -0.076, -0.036, 0.092, 0.094, 0.093, 0.088, 0.131, -0.193, 0.959, -0.224, -0.189, -0.664, 0.049, 0.045, 0.039, 0.048, 0.028, 0.029, 0.047, 0.035, 0.034]
}

{
  "formula": "C31H43F4N2O2PRbS",
  "method": "ωB97M-V/def2-TZVPD",
  "homo_ev": -2.596,
  "lumo_energy_ev": 1.94,
  "max_force_ev_per_a": 0.5,
  "gap_ha": 0.167,
  "charge": -1,
  "de_lowest_ev": 0.000,
  "energy_ha": -2630.14767,
  "species": ["Rb", "C", "N", "C", "C", "C", "N", "C", "C", "F", "C", "F", "C", "C", "F", "C", "F", "H", "H", "H", "H", "H", "H", "H", "H", "H", "H", "H", "C", "P", "C", "C", "O", "H", "H", "H", "H", "H", "H", "H", "H", "H", "O", "S", "C", "C", "C", "C", "C", "C", "C", "C", "C", "C", "C", "C", "C", "C", "H", "H", "H", "H", "H", "H", "H", "H", "H", "H", "H", "H", "H", "H", "C", "C", "C", "C", "H", "H", "H", "H", "H", "H", "H", "H", "H"],
  "coordinates": [[-0.24148, 0.51583, 0.22742], [0.03544, -3.37131, -1.28983], [-0.18348, -2.55331, -0.11501], [0.77178, -2.87066, 0.92936], [-1.54292, -2.69370, 0.40699], [-2.64748, -2.26648, -0.55045], [-2.45523, -0.89305, -0.94997], [-3.41202, -0.22078, -1.56582], [-3.15420, 1.14351, -1.92810], [-1.90749, 1.63278, -1.67420], [-4.07990, 1.96863, -2.50633], [-3.73006, 3.23991, -2.78936], [-5.36507, 1.54381, -2.81706], [-5.64296, 0.22348, -2.51603], [-6.86997, -0.26579, -2.80517], [-4.73190, -0.62593, -1.93199], [-5.13104, -1.91119, -1.71257], [-0.62579, -3.05536, -2.09458], [-0.14008, -4.44377, -1.09003], [1.06546, -3.25377, -1.63101], [0.66918, -3.91004, 1.29158], [0.62335, -2.20759, 1.78490], [1.79141, -2.73947, 0.56085], [-1.60617, -2.07594, 1.30795], [-1.72488, -3.74210, 0.71275], [-3.58928, -2.45426, -0.01382], [-2.68136, -2.95372, -1.40910], [-6.09117, 2.19855, -3.27216], [-4.16062, -0.35845, 2.26833], [-2.78881, 0.70531, 2.73748], [-3.14230, 1.28557, 4.40612], [-2.95364, 2.11805, 1.62611], [-1.46539, 0.01809, 2.65109], [-5.11311, 0.17243, 2.32318], [-4.19727, -1.23812, 2.91114], [-3.98129, -0.66902, 1.23635], [-4.11109, 1.78402, 4.46603], [-2.35478, 1.97565, 4.70995], [-3.13446, 0.42962, 5.08143], [-3.77814, 2.76011, 1.94521], [-3.19458, 1.75697, 0.62253], [-2.05051, 2.73172, 1.56843], [1.43938, 2.41524, 0.95772], [2.82054, 2.21834, 1.50061], [3.23106, 4.64868, 1.31016], [2.20772, 4.99603, 0.35637], [0.94746, 5.48268, 0.77887], [-0.11253, 5.62138, -0.09429], [0.02140, 5.30225, -1.44767], [1.26367, 4.87107, -1.89608], [2.33430, 4.73525, -1.02337], [2.71448, 2.43181, 3.33242], [1.70593, 3.46285, 3.74970], [0.34435, 3.23155, 3.55043], [-0.59203, 4.18731, 3.92471], [-0.19227, 5.36947, 4.53020], [1.15795, 5.59121, 4.76488], [2.09365, 4.64565, 4.37321], [4.24053, 4.59133, 0.89427], [3.20787, 5.24668, 2.22086], [0.80873, 5.70827, 1.83221], [-1.06883, 5.97553, 0.27971], [-0.81866, 5.38822, -2.12558], [1.40159, 4.63026, -2.94553], [3.28956, 4.38306, -1.40199], [3.72019, 2.68977, 3.67082], [2.42568, 1.47197, 3.76013], [0.02701, 2.30228, 3.09510], [-1.64583, 4.01767, 3.73287], [-0.92736, 6.11321, 4.81333], [1.48483, 6.50949, 5.23682], [3.14891, 4.83667, 4.52843], [3.87790, -0.80125, 3.54958], [3.94173, -0.45818, 2.06204], [5.26353, 0.23805, 1.73101], [2.71871, 0.31842, 1.54207], [4.70563, -1.46315, 3.81755], [2.94352, -1.31104, 3.79749], [3.95726, 0.08428, 4.18278], [3.94570, -1.41899, 1.53240], [5.37184, 1.17377, 2.28552], [5.33128, 0.48528, 0.66991], [6.10848, -0.40405, 1.99176], [2.60947, 0.11509, 0.47141], [1.81004, -0.03098, 2.04702]],
  "forces_ev_per_angstrom": [[0.005, -0.143, -0.434], [0.036, 0.036, -0.008], [-0.044, -0.008, 0.139], [0.009, -0.069, -0.005], [0.031, 0.048, -0.030], [-0.088, -0.029, -0.107], [-0.001, 0.036, 0.149], [-0.003, -0.020, 0.045], [-0.046, -0.115, -0.011], [-0.242, 0.067, -0.093], [0.031, 0.026, -0.028], [0.023, 0.021, 0.003], [-0.022, -0.006, -0.011], [0.020, 0.056, -0.006], [-0.031, -0.020, -0.009], [0.022, -0.001, 0.010], [-0.022, -0.010, -0.001], [0.003, 0.006, -0.003], [-0.006, -0.002, 0.000], [0.002, -0.001, 0.004], [0.009, -0.002, -0.019], [-0.005, -0.002, -0.014], [-0.001, 0.016, 0.005], [0.000, -0.013, -0.010], [0.013, -0.023, -0.012], [-0.003, 0.031, 0.008], [0.009, -0.007, -0.003], [0.005, -0.012, 0.008], [-0.079, 0.019, -0.018], [0.027, -0.078, -0.138], [-0.011, 0.075, 0.023], [-0.145, 0.199, -0.050], [-0.011, 0.013, 0.169], [0.022, -0.006, -0.009], [0.034, 0.003, 0.005], [-0.023, -0.003, 0.015], [0.023, 0.000, -0.019], [-0.002, 0.009, 0.026], [0.014, -0.009, -0.016], [0.002, -0.028, 0.008], [0.061, -0.045, 0.013], [0.031, -0.105, 0.125], [-0.128, 0.067, -0.023], [0.168, 0.079, 0.159], [0.048, 0.247, -0.084], [-0.025, -0.020, 0.122], [0.037, 0.002, -0.010], [0.012, -0.023, -0.060], [-0.027, 0.017, 0.067], [0.099, -0.016, 0.051], [-0.064, -0.001, -0.071], [-0.178, 0.090, 0.081], [0.016, -0.080, 0.007], [0.031, 0.073, 0.035], [0.010, -0.033, -0.003], [-0.010, -0.004, 0.006], [0.031, -0.042, -0.003], [-0.020, 0.023, 0.034], [-0.028, -0.073, -0.006], [0.006, -0.055, -0.036], [0.000, 0.002, -0.029], [0.003, 0.003, 0.009], [0.011, 0.006, 0.000], [-0.003, 0.002, -0.001], [0.001, 0.004, 0.011], [-0.023, 0.059, -0.032], [0.023, -0.028, -0.068], [-0.001, -0.009, -0.020], [0.011, -0.008, -0.003], [0.014, -0.006, -0.002], [0.005, -0.001, 0.000], [-0.009, -0.002, 0.005], [0.003, 0.006, 0.030], [-0.003, 0.000, -0.086], [-0.009, 0.007, -0.024], [0.290, -0.282, 0.244], [-0.022, -0.010, 0.002], [0.006, 0.020, 0.002], [0.010, 0.001, -0.033], [0.013, -0.017, -0.010], [-0.011, -0.017, -0.001], [0.003, -0.006, 0.011], [-0.002, 0.004, -0.004], [0.031, 0.000, -0.022], [0.032, 0.115, 0.049]],
  "lowdin_charge": [0.963, -0.101, -0.313, -0.119, -0.233, -0.280, -0.049, -0.246, -0.186, -0.032, -0.245, 0.071, 0.018, -0.246, 0.059, -0.148, 0.040, 0.079, 0.089, 0.083, 0.089, 0.075, 0.081, 0.086, 0.122, 0.101, 0.106, 0.115, -0.155, 0.516, -0.166, -0.158, -0.479, 0.062, 0.061, 0.032, 0.055, 0.037, 0.055, 0.064, 0.038, 0.053, -0.685, 0.896, -0.176, -0.359, -0.071, -0.120, -0.137, -0.126, -0.085, -0.259, -0.266, -0.038, -0.096, -0.107, -0.094, -0.070, 0.032, 0.021, 0.089, 0.088, 0.081, 0.088, 0.095, 0.095, 0.078, 0.090, 0.086, 0.095, 0.097, 0.110, -0.086, -0.467, -0.093, -0.365, 0.074, 0.078, 0.064, 0.117, 0.069, 0.078, 0.073, 0.061, 0.048]
}

Number 1 is which compound? C31H43AsCdN8OPS